(1)
Here is a cluster of 9 separate species, C26H75N9O9 in total from the Open Molecules 2025 dataset. Energies are from ωB97M-V with the def2-TZVPD basis set.

Element x y z (Å)
O  6.604518  1.176439  -21.848031
O  0.443088  3.766504  -21.114657
O  7.048952  3.624123  -17.972795
O  5.928132  8.894540  -16.792178
O  0.149290  6.016490  -14.841753
O  13.217620  3.940906  -19.113121
O  8.876593  7.112484  -20.207698
O  7.629190  -0.632583  -16.186640
O  5.628826  5.689017  -13.819709
N  7.202825  7.798220  -21.553573
N  4.810065  6.184619  -16.604944
N  10.111175  -2.107635  -15.804721
N  1.940011  6.618003  -16.152893
N  8.734355  -0.513286  -22.742706
N  15.270514  6.960662  -19.259657
N  2.199076  5.228599  -14.334644
N  3.905518  10.843927  -19.162235
N  7.328618  5.591770  -20.932227
C  5.968699  2.333759  -21.365404
C  16.086667  4.682567  -18.630200
C  7.559400  0.638690  -20.940194
C  5.403163  3.269874  -13.853191
C  6.736908  0.135667  -16.957171
C  14.996621  5.503296  -19.319562
C  8.086267  -0.696935  -21.427068
C  6.320698  4.446767  -13.589797
C  13.587510  5.256993  -18.762378
C  4.945955  9.958562  -18.675996
C  8.221441  -2.565575  -14.238665
C  2.012283  5.639922  -21.121669
C  1.799739  4.148668  -21.204279
C  7.844883  6.837287  -20.824426
C  5.192958  5.112498  -17.544001
C  6.043740  8.830467  -15.383355
C  11.860942  3.656740  -18.834336
C  8.436313  3.364619  -17.905692
C  4.953170  9.838143  -17.152588
C  9.168417  -1.241103  -20.501792
C  7.773940  -1.970040  -16.629772
C  4.641659  5.410452  -18.912594
C  1.352857  5.968913  -15.108441
C  6.283735  10.348435  -19.345939
C  6.706231  4.931719  -17.533795
C  8.754316  -2.648006  -15.657555
H  5.729265  -0.286015  -16.915636
H  7.612419  4.857056  -20.311112
H  7.301876  4.432898  -14.071421
H  2.947712  6.449449  -16.324555
H  5.565391  2.169143  -20.357279
H  11.674131  2.605923  -18.630049
H  6.082821  6.330844  -13.266457
H  5.111494  2.464876  -22.021975
H  5.271179  7.078409  -16.798759
H  6.831476  -2.515507  -16.768941
H  5.011813  3.399422  -14.865805
H  3.188123  5.186658  -14.484136
H  8.587725  2.307983  -18.115218
H  9.309844  -2.271811  -20.833950
H  4.839595  4.146465  -17.167295
H  5.129135  5.822082  -15.699207
H  7.073883  5.051832  -16.505053
H  6.614211  3.209039  -21.275011
H  6.305804  9.802354  -14.955927
H  1.650553  6.217074  -21.972912
H  16.282865  7.023513  -19.218987
H  15.055145  5.280076  -20.388428
H  12.935839  6.034889  -19.168808
H  10.103058  -0.694266  -20.586346
H  6.100541  10.304175  -20.419009
H  8.076325  -1.546500  -13.880785
H  3.936706  9.469587  -16.952920
H  6.817828  8.119876  -15.098163
H  4.649576  3.130314  -13.079879
H  8.946814  4.104719  -18.530619
H  5.036944  10.838693  -16.719000
H  1.415697  6.007655  -20.278557
H  7.234966  -1.381441  -21.518267
H  14.894859  7.372043  -18.411631
H  6.509277  5.543805  -21.503452
H  8.721477  -3.710346  -15.918141
H  7.256996  5.649504  -18.158650
H  6.731884  1.156474  -16.574677
H  0.370761  2.851390  -21.395625
H  7.375875  8.761012  -21.320043
H  4.795240  4.560961  -19.578886
H  6.341101  7.681975  -22.054460
H  6.553106  11.368995  -19.060579
H  5.086485  6.340716  -19.277313
H  7.132057  9.744161  -19.029110
H  8.839892  -1.410425  -23.200863
H  8.857179  -1.243030  -19.453199
H  7.220118  -3.006070  -14.159965
H  8.771506  3.498728  -16.865810
H  5.104181  8.503995  -14.922464
H  4.758886  8.951244  -19.085046
H  3.579801  5.630668  -18.796063
H  2.234286  3.789024  -22.145700
H  5.880285  2.286435  -13.862412
H  15.842833  3.628431  -18.499223
H  7.083164  0.226592  -17.993914
H  13.688160  5.250403  -17.667687
H  2.423307  3.712288  -20.414378
H  1.320503  7.203285  -16.678730
H  3.891099  10.840389  -20.176349
H  11.481189  4.299958  -18.032446
H  2.961863  10.550219  -18.927625
H  8.111596  0.054795  -23.311777
H  11.268997  3.966906  -19.706734
H  8.163425  -1.954282  -17.658416
H  17.056764  4.863243  -19.091208
H  8.804618  -3.136679  -13.516118
H  7.107618  0.544058  -19.946501
H  8.360259  1.393630  -20.943508
H  1.791552  4.573945  -13.695939
H  3.054704  5.837539  -20.893756
H  6.595993  4.426250  -12.527566
H  10.064038  -1.220436  -16.300044
H  10.546785  -2.705113  -16.506144
H  16.164800  5.031046  -17.590612

Force components x, y, z for each atom (eV/Å):
O -0.087 -0.507 -0.024
O -0.013 0.348 0.106
O -0.584 -0.350 -0.277
O 0.226 0.467 0.597
O 0.699 0.102 -0.392
O -0.276 -0.478 -0.015
O -1.032 -0.422 0.054
O -0.250 -0.037 0.063
O 0.303 -0.587 0.055
N -0.528 0.760 -0.372
N 0.063 -1.201 0.282
N 0.113 -0.531 -0.717
N 0.289 -0.484 0.682
N -0.546 0.375 0.135
N 0.169 -0.578 0.043
N 0.390 -0.248 0.170
N -0.513 0.631 -0.016
N -0.224 0.327 -0.421
C -0.562 -0.661 0.445
C -0.495 0.411 1.153
C 0.165 0.821 -0.542
C 0.366 -0.221 -0.677
C 0.252 0.164 -0.075
C 0.077 0.406 -0.306
C 0.535 0.630 -0.504
C 0.324 -0.163 1.730
C 1.481 -0.683 -0.253
C 0.876 -1.082 -1.091
C -0.700 -0.042 0.638
C -1.098 0.302 0.583
C 0.973 -0.221 -0.585
C 1.812 0.694 0.402
C 0.747 0.449 0.136
C -0.021 0.044 0.498
C -0.394 1.147 -0.655
C -0.525 0.493 0.915
C -1.076 0.182 -1.760
C -0.725 -0.487 0.143
C 0.382 0.185 -0.330
C -0.411 0.169 0.384
C -1.133 0.001 0.183
C -0.509 0.670 0.981
C 0.749 -0.282 0.000
C -1.041 0.008 -0.286
H -0.074 0.049 -0.155
H -0.034 -0.025 -0.071
H -0.308 -0.167 -0.704
H -0.592 0.519 -0.419
H 0.016 -0.102 0.065
H 0.343 -0.059 0.077
H -0.209 0.243 -0.107
H 0.113 0.539 -0.107
H 0.014 -0.466 -0.135
H -0.292 0.180 0.703
H -0.556 -0.148 0.189
H 0.146 0.062 -0.082
H 0.178 0.168 -0.595
H 0.403 -0.043 0.332
H -0.473 0.182 0.003
H -0.143 0.956 -0.150
H -0.022 0.057 0.055
H 0.151 -0.041 -0.457
H 0.015 0.063 -0.115
H 0.226 -0.250 -0.247
H -0.089 0.537 0.072
H -0.510 -0.310 0.036
H -0.313 -0.140 0.205
H -0.037 0.124 -0.185
H 0.358 0.054 -0.086
H 0.413 0.069 -0.086
H 0.080 -0.073 0.661
H 0.071 -0.060 -0.312
H -0.360 0.604 -0.248
H 0.459 -0.477 -0.163
H 0.478 -0.123 0.337
H 0.198 0.022 0.106
H -0.001 -0.084 0.322
H 0.168 -0.066 0.105
H -0.283 -0.737 0.197
H 0.410 0.005 -0.104
H -0.255 0.293 0.083
H -0.083 -0.093 0.230
H -0.039 -0.027 0.037
H 0.449 -0.184 0.106
H 0.013 0.220 -0.225
H -0.097 -0.470 0.114
H -0.149 0.132 -0.230
H 0.200 -0.200 -0.259
H -0.218 -0.412 -0.181
H 0.017 0.032 -0.051
H -0.008 -0.104 -0.110
H 0.004 -0.061 -0.354
H 0.149 0.151 -0.078
H -0.068 0.003 -0.068
H 0.014 -0.256 0.452
H -0.077 -0.299 -0.135
H -0.069 -0.068 -0.060
H 0.607 0.298 -0.067
H 0.108 -0.102 -0.650
H -0.153 -0.283 -0.019
H -0.393 0.665 0.056
H -0.304 -0.237 0.193
H 0.211 0.079 -0.235
H 0.304 0.144 0.024
H 0.128 -0.322 0.345
H 0.191 -0.150 0.413
H 0.122 -0.158 -0.134
H -0.110 -0.269 -0.024
H 0.390 -0.064 0.124
H -0.001 -0.335 -0.142
H 0.384 0.202 -0.174
H 0.100 -0.006 -0.045
H 0.333 -0.347 0.544
H -0.135 0.094 0.066
H 0.063 0.161 -0.276
H -0.091 -0.051 0.047
H -0.142 0.213 0.437
H 0.323 0.043 0.292
H 0.089 0.186 -0.064

Properties
**HOMO**: -9.2 eV
**Orbital gap**: 9.40 eV
**Spin multiplicity**: 1
**SMILES**: COC[C@H](C)N.COC[C@H](C)N.COC[C@H](C)N.COC[C@H](C)N.COC[C@H](C)N.NC(N)=O.NC(N)=O.CCO.CCO
**E_tot**: -60014.8826 eV

***

(2)
Here is a cluster of 2 separate species, C8H11N3 in total from the Open Molecules 2025 dataset. Energies are from ωB97M-V with the def2-TZVPD basis set.

Element x y z (Å)
N  -2.125716  0.594209  1.224804
N  0.985440  -1.925723  0.300623
N  -1.098410  -0.265552  0.719470
C  -2.216739  -1.072347  -1.522592
C  2.639782  1.204396  -0.409890
C  2.420825  -0.153865  -0.279150
C  0.072731  0.290723  0.353759
C  0.352124  1.667371  0.217557
C  1.608324  2.107231  -0.149050
C  0.986675  -3.063462  0.470005
C  1.157266  -0.617482  0.107344
H  1.793332  3.166417  -0.241208
H  -2.388552  1.396408  0.614761
H  -2.017665  -2.105788  -1.306298
H  0.971762  -4.113128  0.631447
H  3.213743  -0.861535  -0.462872
H  -1.845358  0.976242  2.152833
H  -2.962063  0.006138  1.379541
H  3.613393  1.566228  -0.706931
H  -0.415242  2.407552  0.396860
H  -3.210251  -0.695194  -1.359470
H  -1.535398  -0.508835  -2.131544

Force components x, y, z for each atom (eV/Å):
N -0.007 0.764 0.192
N -0.017 -3.584 0.499
N -0.950 -1.606 -0.683
C 0.385 0.285 0.891
C -0.066 0.128 0.002
C -0.427 -0.177 0.094
C 0.682 0.760 -0.069
C -0.086 -0.291 0.013
C 0.094 -0.142 -0.016
C -0.148 2.096 -0.296
C 0.218 2.667 -0.314
H 0.004 0.093 -0.008
H 0.114 -0.413 0.285
H 0.009 -0.161 -0.007
H -0.010 -0.637 0.100
H 0.092 -0.099 -0.006
H -0.148 -0.118 -0.418
H 0.374 0.250 -0.116
H 0.029 -0.017 -0.003
H -0.072 0.030 0.021
H -0.218 0.059 -0.007
H 0.150 0.113 -0.154

Properties
**HOMO (alpha / beta)**: -15.8 / -16.4 eV
**Orbital gap (alpha / beta)**: 5.77 / 8.27 eV
**Spin multiplicity**: 1
**Energy relative to the best compared isomer or geometry (same formula, charge and spin)**: 3.318 eV
**E_tot**: -12922.2553 eV
**Charge**: +2

***

(3)
Here is the molecule C2H2N2O4 from the Open Molecules 2025 dataset. Energies are from ωB97M-V with the def2-TZVPD basis set.

Element x y z (Å)
O  1.179267  -0.307207  1.824885
O  -0.398003  1.814708  1.036899
O  -0.465246  -0.948690  -2.454483
O  -0.070036  0.921998  -1.142773
N  0.424447  1.121142  0.234119
N  0.033991  -1.165267  -0.135741
C  0.600145  -0.129698  0.733077
C  -0.156820  -0.429439  -1.411569
H  0.054321  -2.232995  0.145210
H  -1.202066  1.355447  1.170376

Force components x, y, z for each atom (eV/Å):
O -2.090 0.264 -3.324
O 0.871 2.207 -0.482
O 0.788 1.478 1.408
O -0.213 -0.772 0.335
N 0.423 0.566 -2.012
N 1.328 2.433 0.602
C 1.835 -5.448 3.888
C -1.374 -2.720 0.705
H 0.145 3.204 -1.360
H -1.713 -1.213 0.242

Properties
**HOMO**: -11.1 eV
**Orbital gap**: 11.28 eV
**Spin multiplicity**: 1
**SMILES**: O=c1[nH]c(=O)n(O)o1
**Energy relative to the best compared isomer or geometry (same formula, charge and spin)**: 1.994 eV
**E_tot**: -13273.1818 eV

***

(4)
Here is the molecule C10H10N2O3 from the Open Molecules 2025 dataset. Energies are from ωB97M-V with the def2-TZVPD basis set.

Element x y z (Å)
O  0.389713  1.822328  0.508078
O  3.855845  -2.897828  -0.007650
O  0.191681  2.969241  -1.417123
N  2.651645  -0.895238  -0.024566
N  1.210407  -0.414682  -0.925957
C  -1.160835  -0.393858  -0.872051
C  -2.383930  -1.829341  0.622388
C  0.052262  -0.821170  -0.312118
C  -2.355805  -0.907176  -0.411030
C  0.013206  -1.745955  0.729998
C  0.589903  2.025011  -0.789813
C  -0.388540  2.780095  1.215630
C  1.418097  0.905070  -1.421108
C  3.173518  -1.968716  -0.105435
C  -1.191490  -2.238215  1.192607
H  0.935703  -2.056263  1.192652
H  -1.383727  2.366137  1.391642
H  -1.159421  0.313644  -1.687041
H  1.220207  0.906531  -2.502154
H  -3.325605  -2.219600  0.977041
H  -3.277525  -0.578980  -0.868325
H  2.472744  1.163071  -1.291114
H  -0.465829  3.699922  0.633937
H  0.111542  2.963412  2.164542
H  -1.193776  -2.947445  2.006977

Force components x, y, z for each atom (eV/Å):
O 0.400 -0.232 0.038
O 0.330 -1.046 -0.170
O 0.057 -0.023 -0.063
N -4.156 3.588 -1.429
N 3.974 -1.966 1.271
C 0.257 0.046 -0.040
C -0.112 -0.046 0.049
C -0.949 -0.650 0.534
C -0.055 0.022 0.072
C 0.289 0.124 -0.063
C 0.005 -0.042 -0.095
C -0.261 0.385 0.067
C 0.124 0.607 -0.217
C 0.482 -0.779 -0.118
C -0.146 0.054 -0.058
H 0.043 -0.017 0.028
H 0.098 0.012 -0.029
H -0.041 0.066 -0.120
H -0.015 0.123 0.238
H -0.065 -0.035 0.031
H -0.067 0.039 -0.044
H -0.157 -0.057 -0.036
H -0.016 -0.086 0.145
H -0.036 -0.033 -0.048
H 0.016 -0.053 0.058

Properties
**HOMO**: -8.5 eV
**Orbital gap**: 7.96 eV
**Spin multiplicity**: 1
**SMILES**: COC(=O)CN(N=C=O)c1ccccc1
**Energy relative to the best compared isomer or geometry (same formula, charge and spin)**: 2.426 eV
**E_tot**: -19652.3671 eV

***

> What is the E_tot in the second record?

-12922.2553 eV